# 1
C45H42NO3P3S5Ti as an isolated structure. Source: OMol25; level of theory: ωB97M-V/def2-TZVPD.

## Properties
* net charge: -2
* F_max: 0.7 eV/Å
* HOMO-LUMO gap: 4.966 eV
* HOMO: -0.037 Eh
* energy relative to the best compared isomer or geometry (same formula, charge and spin): 0.239 eV
* electronic energy: -5885.14334 hartree

Last column: Löwdin charge in e.
Cartesian coordinates (Å):
H: 6.130 2.020 -1.318  0.10
P: -2.164 -3.725 -1.209  0.58
C: 2.620 2.203 0.245  -0.38
O: -2.806 -4.409 -2.563  -0.43
C: 1.304 4.301 2.929  -0.09
C: 5.317 -1.009 5.360  -0.10
Ti: -0.862 -0.492 -0.660  -0.27
H: -3.314 3.537 2.037  0.09
H: -2.713 -3.775 -5.109  0.08
C: 2.815 -2.470 -2.407  -0.12
H: 1.151 -2.819 0.590  0.02
H: 7.379 -0.454 5.141  0.09
H: -0.791 -3.959 0.925  0.04
C: 0.160 -2.714 4.995  -0.09
C: 3.081 -0.740 -4.548  -0.09
C: 0.986 -0.579 4.221  -0.40
C: 4.288 -1.639 0.897  -0.10
C: 3.754 0.018 3.830  -0.36
H: 0.203 -3.796 4.962  0.10
H: -5.141 3.619 0.318  0.09
H: -1.887 -6.021 1.758  0.07
C: -4.340 1.981 -0.796  -0.10
C: 4.839 -2.654 1.669  -0.10
C: 1.627 4.741 4.203  -0.09
H: -1.500 -2.652 6.357  0.09
C: 4.747 3.243 -0.211  -0.09
H: 3.362 -4.020 -3.777  0.09
C: 2.750 -3.823 1.621  -0.10
H: 3.205 -1.385 5.358  0.09
C: 2.267 2.509 4.805  -0.10
H: -3.632 -5.278 -4.929  0.07
S: 0.947 2.496 0.897  0.86
C: 2.695 -0.256 -3.307  -0.14
C: 1.925 2.044 3.537  -0.36
H: -0.660 -7.024 0.964  0.07
N: -2.291 1.079 0.013  -0.17
S: -3.116 -0.254 -1.988  0.53
H: 2.702 -3.167 -1.588  0.09
H: 4.637 1.360 2.399  0.10
H: -1.528 1.796 1.763  0.07
H: -0.072 1.132 4.980  0.10
C: 3.474 3.294 0.332  -0.09
H: 5.408 4.098 -0.134  0.09
C: -3.294 1.047 -0.877  -0.79
H: 1.736 -2.482 3.568  0.09
H: 4.589 0.138 -1.525  0.10
H: 0.924 4.967 2.164  0.10
C: 6.113 0.543 3.715  -0.09
H: 1.498 5.786 4.463  0.09
H: -5.128 1.955 -1.536  0.09
C: 4.822 0.702 3.243  -0.10
C: -4.341 2.890 0.238  -0.11
C: -2.631 -4.842 -4.899  -0.09
H: -0.988 -4.622 -3.526  0.06
S: -0.926 -1.165 1.430  0.05
C: 2.991 1.030 -0.414  -0.37
H: 3.171 -0.054 -5.382  0.09
H: 5.503 -1.687 6.185  0.09
H: -0.207 -5.962 2.313  0.06
C: 4.275 1.014 -0.972  -0.12
C: 6.367 -0.319 4.777  -0.11
H: 4.916 -0.796 0.643  0.08
H: 5.870 -2.575 1.997  0.09
H: 2.389 4.186 6.136  0.09
C: 2.559 -1.114 -2.214  -0.39
C: 5.146 2.087 -0.869  -0.09
C: 2.957 -1.686 0.480  -0.36
C: -2.325 1.919 1.041  -0.18
O: 0.541 3.817 0.344  -0.52
C: 3.192 -2.957 -3.652  -0.10
C: 2.122 3.846 5.143  -0.09
P: 2.104 0.276 3.053  1.14
H: -2.024 -5.307 -5.681  0.06
C: -3.327 2.857 1.196  -0.08
C: -0.797 -2.073 5.770  -0.10
O: -1.355 -5.113 -0.717  -0.43
C: 0.017 0.054 4.993  -0.09
H: 2.653 1.806 5.535  0.11
C: 4.075 -3.755 2.031  -0.11
S: -0.583 -2.561 -1.961  0.21
C: -0.846 -6.054 1.431  -0.09
H: 3.616 -2.475 -5.702  0.09
H: 3.118 4.197 0.813  0.11
C: 1.032 -1.973 4.216  -0.15
H: 6.925 1.084 3.243  0.10
P: 1.944 -0.494 -0.583  0.88
H: 2.466 0.793 -3.179  0.06
C: 2.198 -2.793 0.870  -0.16
C: -1.994 -5.046 -3.541  -0.37
H: 0.486 -4.914 0.166  0.09
H: -1.635 -0.182 6.336  0.09
C: -0.569 -4.927 0.457  -0.38
H: 2.132 -4.671 1.899  0.09
S: 0.154 1.191 -1.835  0.09
C: -0.871 -0.690 5.759  -0.09
C: 3.329 -2.095 -4.728  -0.12
C: 4.018 -0.840 4.892  -0.08
C: 1.473 2.963 2.592  -0.35
H: 4.506 -4.547 2.633  0.09
H: -1.915 -6.111 -3.296  0.11

# 2
C45H43N4OOsP2 as an isolated structure at a distorted geometry. Source: OMol25; level of theory: ωB97M-V/def2-TZVPD.

## Properties
* net charge: +3
* expectation value of S²: 6.08
* F_max: 1.3 eV/Å
* multiplicity: 5
* HOMO-LUMO gap (alpha / beta): 8.024 / 5.446 eV
* HOMO (alpha / beta): -0.583 / -0.583 Eh
* energy relative to the best compared isomer or geometry (same formula, charge and spin): 0.711 eV
* electronic energy: -2807.30710 hartree

Last column: Löwdin charge in e.
Cartesian coordinates (Å):
H: 6.219 -2.997 -1.184  0.13
H: 3.420 2.361 -2.548  0.10
C: -3.463 2.831 -1.207  -0.33
H: 1.799 3.025 -2.350  0.09
C: -2.102 1.124 -3.965  -0.11
C: -4.799 4.371 0.072  -0.03
C: 3.857 -2.720 0.082  -0.15
H: 5.297 1.752 -0.184  0.11
H: 0.953 -3.072 -4.037  0.13
C: -4.348 2.948 -2.290  -0.04
C: -3.460 -2.511 4.204  -0.03
H: -1.129 -2.883 0.359  0.09
H: 4.456 -3.540 0.486  0.14
H: -2.124 -4.341 -1.337  0.13
C: 4.570 -0.259 -0.075  -0.07
C: -1.946 -0.899 2.492  -0.37
C: 2.665 -1.650 3.328  -0.24
H: 0.139 0.217 4.013  0.11
H: 2.899 -2.145 -2.996  0.15
C: -2.186 -2.909 3.828  -0.04
H: 7.429 1.107 -1.260  0.12
C: 0.465 -3.043 -3.072  0.02
C: -1.246 2.362 2.931  -0.10
H: 0.812 4.942 3.685  0.12
C: -0.811 3.553 3.492  -0.04
H: -1.542 2.046 -4.052  0.12
N: 2.288 -0.188 -2.946  0.11
H: -4.046 -3.127 4.872  0.13
C: -5.715 4.429 -0.977  0.00
P: -0.896 0.054 1.341  0.91
C: 4.819 -1.606 -0.338  -0.23
C: 0.910 2.082 1.891  -0.12
H: 1.607 -0.402 6.172  0.13
H: -3.682 0.406 2.527  0.10
C: -0.679 -2.948 -0.626  -0.13
C: 6.692 0.352 -1.023  -0.05
C: -3.234 -0.517 2.872  -0.09
H: -2.252 0.861 -6.085  0.12
C: 0.477 4.011 3.250  -0.03
C: 6.934 -0.982 -1.314  -0.04
P: -2.087 1.663 -1.265  1.21
H: -3.016 -0.075 0.105  0.06
C: -5.485 3.722 -2.152  -0.02
H: -2.247 2.007 3.145  0.10
C: -3.294 -0.678 -5.015  -0.03
C: 3.375 -2.314 2.337  -0.04
C: -3.222 -0.525 -2.611  -0.08
H: -6.595 5.052 -0.888  0.13
C: -1.241 -3.768 -1.579  -0.02
C: 1.035 -0.384 4.024  -0.06
H: -1.059 -4.459 -3.608  0.13
O: 1.303 0.790 -1.189  -0.06
Os: 1.122 -1.188 0.929  1.29
C: -3.651 -1.162 -3.765  -0.05
H: 1.578 1.502 1.260  0.06
C: -2.512 0.465 -5.112  -0.04
C: -2.457 0.633 -2.705  -0.39
N: 2.919 -2.256 1.099  -0.12
H: 2.834 -1.384 -1.396  0.05
C: 1.339 3.274 2.449  -0.04
H: 2.814 -0.060 -3.797  0.16
H: -4.970 4.945 0.972  0.12
C: -0.386 1.617 2.124  -0.41
H: -3.533 -0.917 -1.653  0.10
C: -1.442 -2.113 2.973  -0.14
H: -1.476 4.121 4.129  0.12
H: -2.924 3.602 0.746  0.10
H: -3.642 -1.178 -5.909  0.12
H: -4.981 -1.014 3.998  0.12
H: -4.297 -2.027 -3.682  0.12
C: 2.368 2.219 -2.807  0.03
H: 4.302 -2.829 2.571  0.16
C: 6.009 -1.956 -0.969  -0.02
C: -3.660 3.602 -0.050  -0.08
C: 0.993 -2.246 -2.068  -0.21
C: 5.502 0.714 -0.411  -0.06
C: 1.806 -0.722 5.162  0.02
H: -0.451 -2.442 2.675  0.07
C: -3.982 -1.320 3.719  -0.04
C: 2.307 -1.514 -2.338  -0.11
C: -0.656 -3.821 -2.833  0.00
H: 3.304 -3.123 -0.767  0.11
C: 2.836 -1.521 4.729  0.06
H: -4.178 2.403 -3.206  0.11
C: -2.296 0.721 0.296  -0.42
H: 3.619 -1.977 5.314  0.14
H: 2.344 3.632 2.270  0.12
H: 2.297 2.259 -3.893  0.10
N: 0.421 -2.204 -0.843  -0.08
H: 7.853 -1.265 -1.808  0.12
H: -1.776 -3.841 4.193  0.12
H: 3.651 0.052 0.416  0.08
H: -6.189 3.779 -2.970  0.13
H: -2.760 1.438 0.972  0.02
C: 1.933 0.894 -2.258  -0.52
N: 1.555 -0.920 2.910  -0.13

# 3
C45H45Br2N9O6PS2SeV as an isolated structure at a distorted geometry. Source: OMol25; level of theory: ωB97M-V/def2-TZVPD.

## Properties
* net charge: -1
* expectation value of S²: 3.76
* F_max: 2.4 eV/Å
* multiplicity: 4
* HOMO-LUMO gap (alpha / beta): 6.121 / 6.630 eV
* HOMO (alpha / beta): -0.160 / -0.183 Eh
* energy relative to the best compared isomer or geometry (same formula, charge and spin): 0.000 eV
* electronic energy: -12317.39145 hartree

Last column: Löwdin charge in e.
Cartesian coordinates (Å):
H: 4.094 0.447 2.213  0.10
H: 4.375 -1.372 3.883  0.10
H: -3.661 4.900 2.862  0.08
H: -3.543 4.663 5.051  0.09
C: -3.060 1.775 6.792  -0.08
C: 0.978 -1.359 3.609  -0.24
C: -3.120 -0.892 -1.504  -0.15
H: -2.878 -5.342 2.712  0.11
O: 0.974 0.137 -0.739  -0.42
H: -6.028 0.680 -0.886  0.09
H: -0.951 0.942 -3.086  0.06
C: 1.440 -3.917 1.466  -0.90
C: -2.494 -5.007 1.757  -0.09
H: -0.155 2.530 -3.317  0.06
H: -1.813 0.114 6.110  0.12
C: -3.040 0.114 0.656  -0.20
H: 5.844 1.239 -5.515  0.09
C: 0.855 -0.424 2.566  -0.26
C: -2.626 4.777 2.744  -0.04
C: 3.353 3.411 -4.836  -0.06
H: 2.371 -2.418 4.922  0.09
H: 3.619 5.246 -3.769  0.11
C: 3.252 -0.110 2.615  -0.09
C: -0.596 -3.804 -4.246  -0.59
H: 0.204 -1.956 6.158  0.11
S: 2.971 1.000 -6.039  0.54
C: -0.104 -2.584 5.250  -0.11
C: -0.928 -3.745 -1.906  -0.17
H: -2.031 5.448 3.320  0.09
H: 0.685 1.059 -3.877  0.02
C: -2.326 1.048 5.810  0.00
H: 2.308 3.542 -5.043  0.10
O: -4.927 1.393 1.430  -0.16
C: 3.992 -2.267 -2.714  -0.27
C: 6.065 2.994 -4.333  -0.03
H: -1.436 -3.284 2.406  0.10
H: -6.376 1.689 2.751  0.07
C: 1.992 0.207 2.120  -0.03
C: 4.000 2.265 -5.313  -0.28
C: -2.022 1.635 4.605  -0.18
H: 5.501 5.764 -2.740  0.06
H: -5.787 0.026 2.837  0.10
H: 5.663 -3.339 -3.479  0.06
C: 0.405 -2.116 -2.900  -0.08
H: -2.463 -6.086 -1.477  0.11
O: 3.839 0.392 -7.047  -0.37
H: 7.140 2.892 -4.159  0.11
C: 2.253 -1.656 4.182  -0.01
P: 0.667 1.414 -1.436  0.58
C: 2.183 2.350 -1.481  -0.16
C: -1.346 0.325 2.501  -0.32
Se: 1.640 -5.412 2.515  0.36
Br: -4.063 -7.222 0.785  0.73
H: 2.936 1.855 -2.076  0.05
N: 3.135 -1.268 -3.056  0.00
C: -1.162 -4.404 -3.107  -0.04
H: -2.680 -1.569 -2.238  0.07
N: 2.513 0.041 -4.864  -0.16
H: -0.418 2.111 0.560  0.05
C: -2.310 -5.448 -0.591  -0.05
H: -6.828 0.600 1.465  0.08
N: -1.097 1.022 3.704  0.15
O: -0.205 -1.877 4.046  -0.12
C: -2.500 2.938 4.317  -0.21
H: 2.080 3.352 -1.921  0.05
N: 1.322 -2.915 0.878  0.03
N: -1.394 -3.419 0.402  0.06
H: -0.310 0.648 4.200  0.12
C: -3.482 3.066 6.484  -0.09
H: 1.180 -1.387 -2.751  0.06
H: 2.502 2.500 -0.452  0.05
O: 1.764 1.669 -6.514  -0.36
Br: -0.874 -4.538 -6.055  0.66
S: 4.795 -1.548 -4.946  1.03
H: -2.350 4.884 1.723  0.08
C: 5.431 4.143 -3.888  -0.36
C: -3.171 3.692 5.276  -0.02
C: -2.307 -0.616 -0.351  -0.11
H: 3.878 -2.698 -1.712  0.11
N: -0.397 -0.343 1.920  0.07
C: 4.083 4.322 -4.086  -0.06
C: 4.938 -2.539 -3.613  -0.49
H: 1.950 0.890 1.273  0.09
C: -6.032 0.868 2.152  -0.09
C: -2.835 -5.775 0.642  -0.65
C: 5.340 2.081 -5.082  -0.07
H: -1.787 -5.299 -3.160  0.10
N: 6.109 5.102 -3.157  0.08
V: -0.298 -1.468 0.011  0.68
H: -4.853 -0.639 -2.737  0.11
O: -2.270 3.417 3.048  -0.09
H: -3.281 1.266 7.696  0.08
N: -2.567 0.511 1.924  0.16
C: 0.022 1.463 -3.122  -0.15
C: -1.718 -3.906 1.597  -0.12
H: -1.103 -3.004 5.486  0.10
C: -4.422 -0.483 -1.714  -0.12
C: 0.243 -2.712 -4.176  -0.07
C: -0.633 2.278 -0.499  -0.15
H: -4.089 3.521 7.272  0.10
H: -0.779 3.325 -0.806  0.06
C: -1.561 -4.262 -0.645  -0.16
H: -1.569 1.788 -0.819  0.04
N: -0.213 -2.558 -1.799  0.04
H: -3.172 1.223 2.375  0.13
C: -4.336 0.586 0.404  -0.21
C: 3.388 -0.788 -4.227  -0.72
C: 3.373 -1.026 3.625  -0.09
H: 6.762 4.734 -2.438  0.11
H: 0.594 -3.410 5.147  0.06
C: -5.050 0.311 -0.762  -0.04
H: 0.824 -2.412 -5.048  0.11

# 4
C45H45BrClN3O6 as an isolated structure at a distorted geometry. Source: OMol25; level of theory: ωB97M-V/def2-TZVPD.

## Properties
* net charge: 0
* F_max: 12.6 eV/Å
* HOMO-LUMO gap: 8.221 eV
* HOMO: -0.336 Eh
* energy relative to the best compared isomer or geometry (same formula, charge and spin): 13.515 eV
* electronic energy: -5391.13308 hartree

Last column: Löwdin charge in e.
Cartesian coordinates (Å):
H: -4.394 -4.583 -4.817  0.12
C: 2.814 0.573 -4.289  -0.09
O: -0.272 2.019 5.115  -0.25
C: 0.357 0.581 -4.705  -0.28
C: -5.233 -3.800 -6.639  -0.06
C: 0.629 4.020 3.905  -0.13
H: 6.296 0.609 0.613  0.11
O: -0.582 0.424 -5.476  0.10
C: 1.177 1.071 -2.403  -0.08
C: -5.396 -0.084 -3.060  -0.09
H: 6.023 -1.514 3.875  0.09
C: -1.197 1.185 -2.858  0.02
H: 3.822 1.193 0.935  0.11
C: -4.579 -1.153 -1.049  0.03
C: 5.349 -1.469 0.946  -0.22
H: 1.164 -0.050 -7.206  0.12
N: 3.545 -0.166 5.657  0.14
C: 3.160 2.833 3.250  -0.21
C: 3.011 0.858 5.023  -0.12
H: -6.127 -2.766 -8.305  0.11
N: -1.500 -0.308 4.522  -0.13
O: -4.138 -3.427 -2.612  0.09
C: -4.784 0.029 -0.335  -0.12
C: 0.992 2.747 4.927  -0.73
C: -5.278 1.160 -0.986  -0.05
C: 0.113 0.954 -3.297  -0.08
C: -5.812 -2.698 -7.266  -0.06
C: -4.880 -1.208 -2.415  -0.08
H: -4.557 0.067 0.728  -0.16
C: 5.803 0.038 1.511  -0.19
H: -4.189 -2.030 -0.536  0.12
H: 6.628 -3.299 3.930  0.11
C: -5.028 -2.525 -4.589  -0.09
C: 4.372 0.142 -6.094  -0.06
H: 3.428 3.806 3.885  0.13
H: -2.003 0.156 2.128  0.15
C: -4.280 0.037 1.977  -0.06
H: -5.974 1.991 -2.846  0.12
C: 1.747 0.408 -5.171  -0.08
H: -0.868 1.795 7.184  0.14
H: 6.578 -0.018 2.389  0.10
O: -6.213 0.842 -5.057  0.10
H: -2.456 1.707 -1.189  0.10
H: -2.138 -0.254 6.670  0.12
C: 1.992 0.090 -6.514  0.01
H: 4.170 -1.613 0.963  0.11
C: 2.106 1.838 4.071  -0.61
C: -0.278 1.203 6.338  -0.19
O: -2.789 2.125 2.499  -0.10
H: -2.031 1.108 -3.554  0.12
C: -5.588 -1.416 -5.222  -0.08
H: 0.769 0.809 6.682  0.11
C: 3.304 -0.042 -6.972  -0.06
C: 4.356 -3.066 3.997  -0.17
H: 3.711 -0.051 2.414  0.08
C: -5.584 1.106 -2.346  0.01
H: -6.436 -0.647 -7.061  0.12
H: -0.566 1.867 0.415  0.08
Br: 1.749 3.579 6.585  0.77
H: 4.969 0.583 -4.073  0.12
H: 4.216 -2.871 5.160  0.07
C: -1.438 1.520 -1.525  -0.04
C: -2.921 0.214 4.241  -0.15
H: 4.209 -4.225 3.796  0.08
H: 5.394 0.048 -6.453  0.11
H: 5.470 -3.703 1.452  0.11
C: -4.841 -3.717 -5.302  0.01
N: 0.322 4.931 3.005  0.12
Cl: 1.060 0.887 2.816  0.67
H: 2.693 3.203 2.215  0.13
H: -1.395 -1.286 4.174  0.11
H: -5.429 2.084 -0.431  0.11
H: -3.706 -0.625 4.514  0.13
H: -3.928 -0.950 1.407  0.14
C: 4.129 0.444 -4.752  0.01
C: 4.586 2.117 2.874  -0.22
H: -4.701 0.858 1.233  0.11
C: 5.819 -2.582 3.434  -0.27
H: 3.464 -2.479 3.477  0.07
C: -5.986 -1.504 -6.562  0.01
H: -5.048 -0.223 2.830  0.13
C: -4.643 -2.457 -3.166  -0.28
C: -1.173 -0.167 5.993  -0.19
H: 1.754 1.471 -0.355  0.09
H: 7.146 -2.822 1.489  0.11
H: -3.326 2.643 3.171  0.12
H: -0.509 -1.119 6.274  0.13
C: 2.566 0.878 -2.865  -0.28
H: -5.091 -4.728 -7.189  0.11
H: 3.492 -0.285 -8.016  0.11
H: 5.646 -1.517 -0.206  0.11
O: 3.501 0.978 -2.080  0.09
C: 4.386 0.794 1.907  -0.22
C: -2.933 0.670 2.666  -0.31
C: -0.377 1.614 -0.626  -0.05
C: -5.763 -0.146 -4.489  -0.28
H: 5.188 2.908 2.213  0.13
H: 5.290 1.914 3.810  0.12
C: 0.930 1.391 -1.061  0.01
H: -3.036 1.171 4.931  0.14
C: 6.006 -2.701 1.809  -0.23

Look up the electronic energy of the third one. -12317.39145 hartree

Among the records above, which one has the highest energy relative to the best compared isomer or geometry (same formula, charge and spin)? C45H45BrClN3O6

Which of these has the highest net charge? C45H43N4OOsP2

The highest electronic energy belongs to which entry? C45H43N4OOsP2